Record 1
C24H60N4 as an isolated structure in a non-equilibrium geometry, computed with the ωB97M-V functional and the def2-TZVPD basis.

Atoms and positions in Å:
N: 0.68 -2.05 3.32
N: -2.33 -0.26 -0.38
N: 0.13 3.92 -1.16
N: 1.12 -0.78 -1.53
C: 0.15 -2.04 -3.50
C: -1.14 -2.40 5.07
C: -2.51 -1.23 0.73
C: -0.75 0.80 -2.04
C: 0.72 3.35 0.06
C: 1.43 -3.44 1.35
C: 1.99 2.51 -0.17
C: 1.62 -1.10 -0.19
C: 0.99 -2.05 -2.24
C: -2.07 -0.64 2.06
C: 1.75 -2.49 4.18
C: 1.68 0.31 -2.37
C: 1.04 -2.03 1.91
C: -4.05 -1.31 -1.99
C: -0.46 2.84 -1.94
C: -1.13 -0.43 -1.23
C: -0.47 6.07 0.21
C: -3.58 -0.13 -1.08
C: 2.96 -0.08 -3.09
C: -1.07 3.13 -3.31
C: 1.34 0.05 0.74
C: -0.66 -2.62 3.53
C: 3.11 -1.71 4.10
C: -0.93 4.84 -0.68
H: 1.24 -3.34 0.28
H: -0.41 1.63 -1.42
H: 1.63 1.29 -1.88
H: 0.00 0.54 -2.79
H: 0.85 -4.25 1.79
H: 0.60 6.23 0.30
H: 2.50 -3.67 1.39
H: 3.63 -0.47 -2.33
H: -1.71 4.31 -0.14
H: -4.24 -2.17 -1.35
H: -1.80 -2.03 0.54
H: -1.17 2.34 -1.28
H: 0.61 -1.54 -4.36
H: -0.24 -0.84 -0.74
H: -0.63 -3.06 5.76
H: 1.66 1.56 -0.57
H: 3.58 0.74 -3.45
H: 0.41 2.20 -2.10
H: -1.45 5.21 -1.57
H: -0.79 -1.50 -3.34
H: -1.30 -2.04 2.87
H: 1.37 -2.25 5.17
H: 1.90 -2.52 -2.62
H: -0.04 2.95 0.73
H: -1.63 1.15 -2.58
H: 0.27 0.10 0.95
H: 1.90 -1.38 1.70
H: -3.24 -1.60 -2.65
H: 1.84 -3.58 4.18
H: -3.50 -1.69 0.84
H: -0.31 3.40 -4.05
H: 0.31 -2.70 -1.68
H: -1.44 2.14 -3.59
H: -0.05 -3.07 -3.78
H: -2.20 -2.61 5.24
H: -4.37 0.17 -0.39
H: -1.24 -1.22 -1.97
H: -2.81 0.13 2.25
H: 1.09 4.09 0.77
H: -0.96 6.97 -0.17
H: 1.58 1.01 0.29
H: 2.77 3.03 -0.72
H: 2.69 -1.20 -0.38
H: 2.86 -0.88 -3.83
H: 1.33 -2.05 0.27
H: -0.63 -3.68 3.28
H: -0.89 5.76 1.16
H: -1.13 -0.09 2.10
H: 0.96 0.42 -3.18
H: -1.04 -1.36 5.39
H: -4.96 -1.14 -2.56
H: -3.54 0.62 -1.86
H: 2.27 2.36 0.88
H: 0.24 -1.67 1.27
H: 1.75 0.11 1.75
H: -1.96 -1.26 2.95
H: 3.74 -2.03 3.27
H: 2.74 -0.69 3.96
H: -1.85 3.89 -3.39
H: 3.65 -1.79 5.05

Energy relative to the best compared isomer or geometry (same formula, charge and spin): 19.719 eV
Orbital gap: 7.9 eV
Molar mass: 404.77 g mol⁻¹


Record 2
C24H60N4O8 as an isolated structure in a non-equilibrium geometry, computed with the ωB97M-V functional and the def2-TZVPD basis.

Atoms and positions in Å:
O: -5.87 0.79 2.64
O: -0.43 -3.26 1.73
O: -1.52 -0.05 -1.47
O: -0.34 5.34 3.81
O: -0.78 -4.09 -6.73
O: 2.31 -1.72 -1.22
O: 1.91 -0.96 1.97
O: 4.06 2.29 1.18
N: 2.19 3.49 3.12
N: -0.25 0.94 0.88
N: 0.15 -3.07 -3.98
N: -2.80 -1.35 1.61
C: -0.85 -2.47 -4.89
C: -0.58 -2.28 0.72
C: 3.01 -1.94 1.73
C: 1.90 -2.72 -2.20
C: -0.01 1.55 -0.45
C: 1.35 -1.13 -0.41
C: 0.15 4.81 5.09
C: 0.82 -2.07 -3.14
C: 3.98 3.67 1.28
C: 0.66 -4.09 1.38
C: -1.55 -3.48 -5.75
C: 1.19 4.17 2.23
C: -1.42 -1.15 1.24
C: 2.19 0.28 1.30
C: -1.20 1.32 -1.35
C: 0.97 1.12 1.67
C: -6.28 1.55 1.52
C: -0.28 4.39 2.76
C: -3.43 -0.16 2.24
C: 4.62 1.96 -0.06
C: 3.57 3.94 2.81
C: -1.42 -5.17 -7.45
C: -4.99 -0.33 2.49
C: -2.39 -0.19 -2.57
H: -3.07 0.10 3.23
H: -2.83 -2.12 2.26
H: -2.24 -4.70 -7.99
H: -0.81 3.52 3.15
H: 3.04 -2.54 2.64
H: 3.25 4.10 0.59
H: -2.46 -3.14 -6.25
H: 4.02 2.45 -0.83
H: 0.78 1.04 -0.99
H: -1.87 -4.31 -5.12
H: 4.02 -1.53 1.67
H: 1.05 2.20 1.73
H: -3.21 0.52 -2.55
H: 1.51 5.17 1.92
H: -1.85 -5.90 -6.76
H: 3.08 0.77 1.68
H: -5.05 -0.79 3.47
H: 0.12 -1.60 -2.46
H: 1.45 -3.61 -1.77
H: 1.85 -0.35 0.16
H: -0.75 -5.76 -8.07
H: 1.24 4.85 5.10
H: 2.72 -2.99 -2.86
H: 1.36 -1.25 -3.62
H: 5.64 2.33 -0.05
H: -0.41 0.02 0.50
H: 0.51 -0.63 -0.90
H: 2.84 -2.55 0.84
H: 0.75 0.76 2.67
H: -0.31 -1.96 -5.68
H: 4.90 0.90 -0.05
H: -3.32 0.63 1.50
H: -0.86 -2.54 -0.30
H: 3.55 5.01 3.00
H: -1.52 -1.72 -4.46
H: 0.32 -1.70 0.48
H: 0.07 2.64 -0.47
H: -0.07 3.75 5.19
H: -2.68 -1.24 -2.52
H: -2.03 1.96 -1.05
H: 0.87 -1.89 0.20
H: -5.42 -1.13 1.88
H: -0.14 5.30 6.03
H: 4.22 3.48 3.56
H: -7.22 2.07 1.67
H: 2.28 0.26 0.21
H: 0.66 -3.76 -4.50
H: -6.50 0.93 0.65
H: -5.42 2.21 1.35
H: 1.29 -4.09 2.28
H: -0.81 4.86 1.94
H: 2.11 2.49 3.00
H: 4.96 4.10 1.08
H: 1.38 -3.72 0.65
H: 0.39 -5.11 1.11
H: -1.84 -0.04 -3.49
H: -0.91 1.83 -2.27
H: -0.94 -0.81 2.16
H: -1.49 -0.38 0.46
H: 1.17 3.66 1.27

Energy relative to the best compared isomer or geometry (same formula, charge and spin): 20.819 eV
Orbital gap: 7.8 eV
Molar mass: 532.76 g mol⁻¹


Record 3
A 6-piece molecular cluster, C24H60O12 overall in a non-equilibrium geometry, computed with the ωB97M-V functional and the def2-TZVPD basis.

Atoms and positions in Å:
O: 14.69 10.07 12.55
O: 20.00 9.35 11.03
O: 15.96 11.64 15.22
O: 14.22 5.87 14.39
O: 10.38 12.12 12.81
O: 9.42 11.22 18.29
O: 11.69 9.41 16.14
O: 17.82 9.48 9.12
O: 12.89 12.29 22.25
O: 13.06 12.86 19.04
O: 16.82 6.97 13.78
O: 9.76 13.64 15.13
C: 11.22 10.39 17.09
C: 18.05 7.33 13.15
C: 9.75 10.17 17.41
C: 14.17 10.66 11.38
C: 12.36 11.57 23.32
C: 8.13 11.13 18.82
C: 19.12 9.02 8.83
C: 16.15 10.48 14.42
C: 12.45 13.48 20.18
C: 14.37 7.03 13.64
C: 14.65 12.09 15.26
C: 9.70 14.39 16.34
C: 21.04 9.05 11.94
C: 15.94 10.71 12.92
C: 14.30 12.25 19.34
C: 16.97 8.52 9.67
C: 10.71 13.45 12.92
C: 11.91 12.54 21.26
C: 12.97 5.95 15.04
C: 19.92 8.44 9.96
C: 10.95 13.82 14.36
C: 10.12 11.77 11.50
C: 15.71 6.92 12.91
C: 11.37 9.68 14.79
H: 19.54 7.48 10.31
H: 11.71 12.17 23.97
H: 17.15 10.04 14.53
H: 14.29 12.37 14.27
H: 16.77 10.32 12.32
H: 15.70 7.71 12.17
H: 9.77 10.74 11.37
H: 21.91 8.68 11.41
H: 11.71 13.19 14.83
H: 14.78 10.45 10.50
H: 8.75 14.09 16.78
H: 8.07 11.93 19.57
H: 10.33 9.47 14.53
H: 15.49 9.73 14.84
H: 7.37 11.22 18.04
H: 9.75 15.45 16.13
H: 11.66 10.78 23.02
H: 13.20 11.25 23.92
H: 11.18 14.88 14.35
H: 10.99 12.95 21.68
H: 11.75 10.30 18.03
H: 11.53 11.63 20.81
H: 11.27 11.38 16.62
H: 14.71 11.78 18.45
H: 12.89 5.13 15.74
H: 13.20 14.13 20.60
H: 18.42 6.59 12.43
H: 19.25 8.22 8.11
H: 20.91 8.23 9.56
H: 9.16 10.29 16.50
H: 11.68 10.67 14.44
H: 14.59 12.93 15.93
H: 13.96 11.33 15.65
H: 12.13 5.84 14.33
H: 11.04 11.89 10.92
H: 14.26 7.94 14.24
H: 20.70 8.38 12.73
H: 17.16 8.42 10.75
H: 17.08 7.50 9.30
H: 9.88 14.10 12.60
H: 13.98 11.75 11.41
H: 12.80 6.91 15.52
H: 15.70 5.98 12.34
H: 9.51 9.24 17.95
H: 15.94 11.79 12.76
H: 13.57 7.23 12.92
H: 14.18 11.58 20.19
H: 15.94 8.87 9.54
H: 7.91 10.14 19.22
H: 18.83 7.39 13.92
H: 19.59 9.89 8.38
H: 10.52 14.06 16.99
H: 9.29 12.33 11.06
H: 11.64 13.65 12.38
H: 21.28 9.95 12.50
H: 13.18 10.23 11.23
H: 17.98 8.34 12.75
H: 11.59 14.01 19.77
H: 15.01 13.06 19.57
H: 11.91 8.97 14.15

Energy relative to the best compared isomer or geometry (same formula, charge and spin): 4.850 eV
Structure (SMILES): COCCOC.COCCOC.COCCOC.COCCOC.COCCOC.COCCOC
Orbital gap: 10.1 eV
Molar mass: 540.73 g mol⁻¹


Record 4
A 5-piece molecular cluster, C24H61B2O24P4 overall in a non-equilibrium geometry, computed with the ωB97M-V functional and the def2-TZVPD basis.

Atoms and positions in Å:
P: 4.67 3.89 0.70
P: 5.59 6.14 6.72
P: -2.55 -5.58 -3.35
P: -6.89 -4.00 -5.25
O: -2.29 -5.78 -1.69
O: -1.53 -6.82 -3.71
O: 1.01 -0.21 -0.50
O: 4.23 5.86 5.76
O: 4.68 2.84 1.97
O: -8.00 -3.55 -4.12
O: 4.84 7.45 7.39
O: 6.42 6.54 5.53
O: -0.16 -2.41 0.01
O: -4.08 -1.27 0.43
O: 6.83 6.31 7.86
O: -1.82 -4.27 -3.33
O: -7.55 -2.97 -6.39
O: -3.72 1.03 -0.10
O: -0.86 -0.42 0.87
O: -7.22 -5.32 -5.87
O: 6.17 4.51 1.17
O: 3.71 -2.17 5.59
O: 3.25 -0.59 4.12
O: -2.99 -5.45 -4.99
O: 3.01 3.73 0.51
O: -5.88 -4.62 -4.05
O: 5.16 3.25 -0.56
O: 2.12 0.58 -3.34
C: 1.42 1.12 -4.44
C: -3.47 3.42 0.06
C: -5.13 -3.67 -3.27
C: -1.98 -7.89 -4.55
C: -8.39 -2.18 -4.00
C: -2.88 2.03 0.48
C: -2.97 -6.86 -1.04
C: 3.09 5.23 6.39
C: 6.15 5.41 2.30
C: 1.15 -2.30 2.80
C: 4.72 7.55 8.81
C: 3.11 -1.73 4.41
C: 2.52 2.65 -0.28
C: 1.47 -1.22 1.73
C: -1.33 -2.09 -0.76
C: -1.65 -0.59 -0.29
C: 7.89 7.21 7.57
C: -2.17 -4.67 -5.84
C: 3.63 2.87 2.94
C: -8.63 -3.46 -7.18
C: 1.91 -0.84 -1.37
C: 2.37 -2.80 3.63
C: 1.44 -0.57 -2.83
C: 0.37 2.18 -4.03
B: 0.39 -1.16 0.50
B: -3.19 -0.25 0.01
H: 1.96 -3.51 4.39
H: -1.57 -8.83 -4.18
H: -2.84 1.96 1.58
H: -9.40 -3.89 -6.54
H: 1.44 2.60 -0.14
H: 5.41 6.20 2.15
H: -2.55 -7.82 -1.36
H: 0.75 2.84 -3.23
H: 1.65 -1.42 -3.52
H: 2.52 -1.25 1.38
H: 3.74 7.98 9.05
H: 2.63 5.92 7.10
H: 7.50 8.18 7.26
H: -9.04 -2.61 -7.73
H: -8.27 -4.19 -7.90
H: -1.12 -4.97 -5.74
H: 2.07 -1.92 -1.17
H: 0.36 -0.39 -2.76
H: 2.12 1.60 -5.15
H: 0.32 -2.01 3.46
H: -9.33 -2.02 -4.52
H: 5.49 8.21 9.19
H: 8.53 6.79 6.79
H: -4.04 -6.83 -1.25
H: 2.91 -0.36 -1.28
H: 4.80 6.58 9.30
H: 8.48 7.32 8.48
H: -2.29 -3.61 -5.63
H: -3.07 -7.97 -4.57
H: -4.79 -1.37 -0.22
H: -1.62 -7.73 -5.57
H: -4.41 -4.22 -2.66
H: -0.52 1.67 -3.62
H: 3.03 -3.42 3.00
H: 2.96 1.70 0.04
H: -4.59 -2.99 -3.92
H: -8.53 -1.94 -2.95
H: 2.91 2.08 2.72
H: 7.13 5.86 2.40
H: -1.42 0.10 -1.14
H: -2.11 -2.83 -0.56
H: 5.92 4.86 3.22
H: 2.37 4.98 5.61
H: -4.32 3.31 -0.63
H: 1.36 -0.24 2.24
H: -0.96 -2.16 -1.80
H: 4.51 -1.64 5.68
H: 3.11 3.83 2.96
H: 0.78 -3.19 2.24
H: 3.39 4.32 6.90
H: 2.72 2.82 -1.34
H: -5.80 -3.12 -2.61
H: -3.80 4.02 0.93
H: 0.88 0.30 -4.97
H: -2.67 3.99 -0.44
H: -7.64 -1.50 -4.41
H: 0.08 2.77 -4.92
H: -2.50 -4.86 -6.86
H: -2.82 -6.76 0.03
H: -1.84 2.00 0.11
H: 4.05 2.68 3.93

Orbital gap: 3.6 eV
Molar mass: 879.25 g mol⁻¹
Total charge: -1


Record 5
A 5-piece molecular cluster, C24H62N4O9 overall in a non-equilibrium geometry, computed with the ωB97M-V functional and the def2-TZVPD basis.

Atoms and positions in Å:
O: -6.48 6.82 -1.98
O: 2.99 -0.43 1.18
O: 7.49 -0.81 1.80
O: -5.15 0.43 -1.14
O: -1.25 -1.92 -0.26
O: -1.83 -3.25 2.17
O: -0.77 0.42 5.11
O: 0.97 -4.10 -1.45
O: 1.58 -0.16 -5.25
N: 2.55 -3.00 -3.36
N: -1.15 -0.28 2.20
N: 5.23 1.00 2.57
N: -6.31 3.89 -1.16
C: -7.31 4.56 -2.03
C: 0.05 0.77 4.05
C: 1.90 -1.76 -3.65
C: 0.16 -0.26 2.91
C: 6.23 1.45 1.68
C: 0.63 -4.36 -2.84
C: -0.73 -4.13 2.14
C: 7.62 0.68 1.69
C: -0.76 1.28 6.20
C: -4.28 -0.52 -0.39
C: -6.53 8.11 -1.31
C: -4.96 1.71 -0.74
C: 1.83 -5.08 -0.77
C: -7.61 5.99 -1.62
C: 1.81 -4.17 -3.82
C: 3.87 1.44 2.34
C: 1.98 -1.46 -5.16
C: 8.76 -1.48 1.90
C: 3.15 0.96 1.07
C: -6.09 2.45 -1.51
C: -2.03 -2.42 3.24
C: 1.82 0.42 -6.51
C: -2.26 -0.90 2.89
C: 2.55 -1.12 0.05
H: 0.89 0.88 -6.84
H: 2.24 -0.27 -7.24
H: -3.20 -0.78 2.36
H: -5.21 1.83 0.31
H: 8.18 0.87 2.61
H: 0.26 -3.68 2.19
H: -0.83 -4.92 2.90
H: 3.81 2.53 2.43
H: 3.33 1.12 3.23
H: -4.67 -0.71 0.61
H: 8.20 0.99 0.82
H: 1.38 -2.16 -5.74
H: -8.55 6.33 -2.06
H: -6.88 4.59 -3.03
H: -0.51 -2.31 -0.72
H: -0.67 2.33 5.94
H: -0.78 -4.69 1.20
H: -1.67 1.05 6.76
H: 2.55 -5.51 -1.47
H: 0.01 1.11 6.96
H: 3.70 1.07 0.14
H: 3.18 -0.91 -0.81
H: -2.89 -2.77 3.81
H: 0.46 -1.26 3.21
H: 2.51 1.26 -6.46
H: -1.33 -2.43 0.55
H: -0.31 1.70 3.61
H: 2.51 -5.00 -3.89
H: -5.84 8.80 -1.79
H: -4.02 2.16 -1.06
H: 6.49 2.50 1.77
H: 1.33 -5.95 -0.36
H: 1.56 -0.75 -0.17
H: -8.24 4.02 -1.87
H: 1.37 -4.02 -4.80
H: 5.19 -0.01 2.49
H: 5.84 1.41 0.66
H: 9.22 -1.08 2.80
H: 2.60 -3.05 -2.35
H: -7.78 5.99 -0.54
H: -5.90 2.30 -2.57
H: -1.31 -2.51 4.05
H: -4.26 -1.52 -0.82
H: 0.86 0.33 2.31
H: -0.15 -3.70 -3.23
H: -7.03 1.98 -1.22
H: -3.27 -0.10 -0.35
H: 2.47 -0.98 -3.14
H: 9.38 -1.19 1.05
H: -6.30 7.98 -0.26
H: 1.07 0.92 4.39
H: -0.99 -0.72 1.30
H: 2.20 1.47 0.92
H: 0.84 -1.76 -3.38
H: 8.52 -2.55 1.88
H: -2.33 -0.39 3.86
H: 0.10 -5.30 -2.99
H: -7.49 8.58 -1.49
H: 2.46 -2.20 0.13
H: 2.43 -4.53 -0.04
H: -5.46 4.36 -1.42
H: 3.03 -1.50 -5.43

Energy relative to the best compared isomer or geometry (same formula, charge and spin): 2.902 eV
Structure (SMILES): COCCNCCOC.COCCNCCOC.COCCNCCOC.COCCNCCOC.O
Orbital gap: 8.9 eV
Molar mass: 550.78 g mol⁻¹


molar mass of number 4 (C24H61B2O24P4)? 879.25 g mol⁻¹